[1]
{
  "formula": "C16H15N4O9",
  "method": "wB97M-V/def2-TZVPD",
  "symbols": ["C", "C", "O", "C", "C", "C", "C", "O", "C", "O", "O", "C", "C", "O", "H", "H", "H", "H", "H", "H", "H", "H", "H", "H", "H", "H", "H", "N", "C", "C", "C", "C", "N", "O", "O", "N", "C", "C", "N", "O", "O", "C", "H", "H"],
  "coordinates": [[1.588, 3.050, 4.886], [2.109, 2.428, 3.620], [1.081, 2.456, 2.605], [1.597, 2.018, 1.432], [0.610, 1.966, 0.311], [-0.696, 2.621, 0.427], [-1.655, 2.597, -0.743], [-1.059, 3.205, 1.455], [1.059, 1.323, -0.928], [0.346, 1.128, -1.928], [2.339, 0.906, -0.969], [2.633, 0.330, -2.262], [4.039, -0.194, -2.261], [2.779, 1.712, 1.351], [2.389, 3.013, 5.628], [1.322, 4.100, 4.738], [0.731, 2.505, 5.290], [2.984, 2.989, 3.263], [2.405, 1.383, 3.795], [-1.224, 2.132, -1.630], [-2.564, 2.048, -0.463], [-1.967, 3.626, -0.970], [1.929, -0.487, -2.471], [2.519, 1.101, -3.039], [4.242, -0.610, -3.251], [4.774, 0.592, -2.076], [4.170, -1.000, -1.535], [-4.847, 0.659, -0.912], [-4.154, -0.286, -0.886], [-3.291, -1.443, -0.835], [-2.581, -1.730, 0.356], [-1.710, -2.822, 0.374], [-0.967, -3.376, 1.415], [-0.820, -3.111, 2.595], [-0.299, -4.487, 0.841], [-0.616, -4.642, -0.486], [-1.477, -3.616, -0.753], [-2.207, -3.353, -1.965], [-2.029, -4.177, -3.156], [-0.922, -4.692, -3.402], [-3.022, -4.320, -3.905], [-3.131, -2.293, -1.964], [-2.695, -1.162, 1.275], [-3.713, -2.090, -2.864]],
  "forces_ev_per_a": [[-0.118, 0.098, 0.224], [-0.201, 0.060, -0.162], [1.013, -0.156, 0.874], [-0.521, -0.068, -1.641], [0.858, -0.164, 0.277], [0.560, -0.250, 0.536], [-0.370, 0.094, -0.546], [-0.207, -0.062, -0.504], [-1.607, 0.621, 0.320], [0.594, -0.162, 0.402], [0.264, -0.519, -1.128], [0.008, 0.071, 0.214], [0.360, -0.145, -0.033], [-0.419, 0.089, 0.313], [-0.016, 0.014, 0.081], [-0.108, -0.145, -0.022], [-0.010, 0.120, -0.093], [-0.171, -0.298, 0.077], [0.067, 0.313, -0.093], [-0.274, 0.254, 0.281], [0.186, 0.161, 0.107], [0.058, -0.172, 0.195], [0.113, 0.316, -0.023], [-0.127, -0.259, 0.203], [0.052, -0.025, -0.015], [-0.072, -0.060, 0.126], [0.031, 0.146, 0.058], [1.544, -2.324, 0.020], [-1.410, 1.801, -0.057], [1.149, -0.449, 1.850], [-0.915, 0.737, -0.533], [0.618, -0.562, 0.815], [-0.412, 0.221, -0.890], [-0.140, -0.310, -1.300], [-0.535, 0.843, 0.330], [-1.297, 1.790, 0.003], [1.428, -2.250, -0.564], [-0.961, 1.446, 0.608], [0.052, -1.246, -2.159], [-2.002, 1.199, 1.075], [1.575, 0.493, 1.510], [1.184, -1.315, -0.661], [-0.086, 0.213, -0.308], [0.263, -0.157, 0.233]],
  "lowdin_charge": [-0.087, -0.250, -0.018, -0.453, -0.001, -0.441, -0.030, -0.016, -0.458, -0.032, -0.015, -0.248, -0.086, 0.038, 0.067, 0.076, 0.073, 0.120, 0.123, 0.045, 0.048, 0.079, 0.118, 0.124, 0.069, 0.075, 0.075, 0.179, -0.163, -0.172, 0.116, -0.098, -0.146, 0.096, 0.052, 0.143, -0.149, -0.050, -0.311, 0.084, 0.051, 0.088, 0.149, 0.140],
  "e_above_lowest_kj_mol": 16.4,
  "lumo_energy_ev": -0.39,
  "charge": -1,
  "homo_lumo_gap_ev": 3.808
}


[2]
{
  "formula": "C22H62Cl4N2O10",
  "method": "wB97M-V/def2-TZVPD",
  "symbols": ["C", "O", "C", "C", "N", "C", "C", "O", "C", "H", "H", "H", "H", "H", "H", "H", "H", "H", "H", "H", "H", "H", "H", "H", "C", "O", "C", "C", "N", "C", "C", "O", "C", "H", "H", "H", "H", "H", "H", "H", "H", "H", "H", "H", "H", "H", "H", "H", "Cl", "C", "C", "Cl", "H", "H", "H", "H", "Cl", "C", "C", "Cl", "H", "H", "H", "H", "C", "O", "H", "H", "H", "H", "C", "O", "H", "H", "H", "H", "C", "O", "H", "H", "H", "H", "C", "O", "H", "H", "H", "H", "C", "O", "H", "H", "H", "H", "C", "O", "H", "H", "H", "H"],
  "coordinates": [[8.833, -0.257, -2.707], [7.636, -0.231, -3.402], [6.612, -1.032, -2.815], [6.025, -0.419, -1.570], [5.103, 0.673, -1.887], [4.666, 1.365, -0.648], [3.724, 2.477, -1.021], [4.448, 3.466, -1.706], [3.597, 4.515, -2.165], [9.605, 0.212, -3.313], [9.140, -1.297, -2.519], [8.817, 0.281, -1.751], [7.012, -2.045, -2.652], [5.864, -1.124, -3.609], [6.870, -0.019, -0.981], [5.545, -1.187, -0.972], [5.702, 1.350, -2.366], [5.535, 1.828, -0.146], [4.184, 0.670, 0.039], [3.308, 2.942, -0.118], [2.920, 2.059, -1.637], [4.151, 5.120, -2.883], [3.269, 5.164, -1.337], [2.712, 4.116, -2.684], [-10.872, -3.544, 0.562], [-9.987, -2.745, -0.137], [-9.798, -1.510, 0.486], [-9.044, -0.577, -0.419], [-7.600, -0.669, -0.225], [-6.877, 0.453, -0.861], [-5.401, 0.378, -0.668], [-5.108, 0.819, 0.655], [-3.739, 0.777, 0.903], [-10.431, -3.915, 1.487], [-11.192, -4.310, -0.137], [-11.779, -2.974, 0.821], [-9.313, -1.549, 1.475], [-10.790, -1.064, 0.683], [-9.376, 0.455, -0.189], [-9.309, -0.774, -1.458], [-7.367, -0.705, 0.762], [-7.236, 1.447, -0.530], [-7.124, 0.393, -1.930], [-4.920, 1.053, -1.396], [-4.954, -0.618, -0.775], [-3.192, 1.332, 0.132], [-3.310, -0.240, 0.976], [-3.505, 1.216, 1.876], [3.139, -1.224, 5.111], [2.952, 0.105, 3.945], [2.532, 1.382, 4.585], [3.792, 2.073, 5.652], [2.180, -0.217, 3.254], [3.888, 0.259, 3.417], [1.621, 1.259, 5.165], [2.370, 2.153, 3.835], [-0.982, 2.223, -4.994], [-0.025, 0.901, -4.303], [-0.206, 0.744, -2.832], [-1.853, 0.550, -2.187], [1.024, 1.064, -4.530], [-0.272, -0.035, -4.806], [0.299, 1.541, -2.281], [0.343, -0.129, -2.492], [4.070, -2.697, 2.152], [3.006, -2.033, 1.492], [4.477, -3.506, 1.540], [4.821, -1.933, 2.349], [3.752, -3.085, 3.119], [2.208, -2.600, 1.537], [0.410, 0.278, 0.605], [0.822, 1.640, 0.542], [0.795, -0.183, 1.522], [-0.683, 0.218, 0.599], [0.795, -0.284, -0.242], [0.174, 2.158, 1.034], [-1.272, 4.570, 1.371], [-1.346, 3.298, 2.005], [-2.161, 4.701, 0.740], [-1.369, 5.366, 2.112], [-0.389, 4.697, 0.756], [-1.632, 3.456, 2.906], [2.522, -1.823, -2.743], [2.682, -0.426, -2.955], [1.744, -2.210, -3.399], [3.478, -2.321, -2.940], [2.236, -2.047, -1.708], [3.539, -0.179, -2.526], [0.081, -4.009, 0.308], [0.796, -3.824, 1.533], [-0.595, -4.865, 0.407], [-0.490, -3.117, 0.037], [0.780, -4.253, -0.486], [0.179, -3.468, 2.188], [-1.363, -0.701, 3.574], [-0.558, -1.871, 3.622], [-0.919, 0.119, 4.149], [-1.409, -0.388, 2.539], [-2.370, -0.876, 3.958], [-0.668, -2.204, 4.521]],
  "forces_ev_per_a": [[0.938, -0.267, 0.397], [-0.855, 0.208, -0.226], [0.224, -0.213, -0.894], [0.550, 0.211, 0.200], [0.442, 0.001, 0.723], [0.548, 0.291, -0.483], [-0.245, 0.068, 0.642], [-0.127, 0.578, -0.789], [0.128, -0.191, -0.011], [-0.085, 0.036, -0.148], [0.050, 0.094, 0.095], [-0.147, -0.065, -0.001], [-0.033, 0.172, 0.287], [-0.114, 0.058, 0.211], [-0.178, -0.275, 0.174], [-0.294, -0.058, 0.114], [-0.594, -0.033, -0.311], [-0.170, -0.266, 0.087], [-0.059, -0.132, -0.094], [-0.257, -0.302, 0.006], [-0.134, 0.176, -0.005], [0.107, -0.073, 0.128], [0.036, -0.226, -0.093], [0.140, -0.001, 0.177], [-0.888, 0.021, -0.015], [0.779, 0.347, -0.210], [-0.704, 0.744, -0.038], [0.569, 0.806, 0.504], [0.475, 0.356, -0.419], [-1.172, -0.837, -0.244], [0.676, 0.457, 0.282], [-0.317, -0.110, 0.092], [0.947, -0.005, 0.377], [-0.022, -0.376, 0.043], [0.132, -0.498, 0.297], [0.059, -0.035, 0.103], [0.131, -0.425, -0.107], [0.090, -0.095, -0.052], [-0.102, -0.145, -0.093], [0.083, -0.095, -0.026], [-0.136, 0.108, -0.043], [0.131, -0.235, 0.084], [0.229, 0.031, 0.085], [0.058, -0.107, 0.149], [-0.399, -0.111, -0.325], [0.096, -0.040, 0.107], [-0.375, -0.005, -0.411], [-0.348, 0.275, -0.094], [0.050, 0.028, 0.223], [-0.048, -0.024, -0.292], [-0.161, 0.576, 0.305], [-0.015, -0.099, 0.119], [0.085, -0.023, -0.181], [0.065, -0.273, -0.055], [0.048, 0.016, 0.132], [-0.108, -0.158, -0.205], [-0.038, 0.133, -0.098], [-0.195, -0.807, -0.419], [1.129, 0.085, 1.162], [-0.124, 0.103, -0.385], [0.114, 0.239, 0.235], [-0.359, 0.214, -0.138], [-0.479, 0.270, -0.056], [-0.042, -0.226, -0.306], [-0.300, 0.225, 0.022], [-0.441, -0.080, -0.055], [0.143, 0.034, 0.036], [0.259, -0.166, -0.080], [0.045, -0.163, -0.016], [0.357, 0.096, -0.101], [-0.177, 0.180, 0.546], [0.082, -0.086, -0.264], [-0.075, -0.136, -0.128], [0.090, -0.132, -0.104], [0.154, 0.166, -0.117], [-0.058, 0.030, 0.091], [-1.361, 0.560, 0.009], [0.485, -0.167, -0.097], [0.227, -0.125, -0.191], [0.482, 0.049, -0.047], [0.269, -0.206, 0.133], [0.007, -0.199, 0.099], [0.326, 0.282, 0.241], [0.212, -0.286, 0.326], [0.077, 0.022, -0.144], [-0.227, -0.289, -0.107], [-0.003, 0.003, 0.020], [-0.353, 0.414, -0.450], [-0.253, -0.297, 0.344], [-0.070, 0.169, -0.148], [-0.081, 0.156, -0.070], [0.042, -0.033, -0.056], [0.227, 0.156, 0.057], [0.086, 0.076, -0.014], [0.053, 0.340, -0.071], [-0.215, -0.147, 0.443], [0.055, -0.065, 0.012], [-0.154, 0.025, -0.075], [-0.046, -0.067, -0.114], [0.347, -0.208, -0.200]],
  "lowdin_charge": [-0.141, -0.183, -0.209, -0.209, -0.057, -0.177, -0.253, -0.187, -0.095, 0.089, 0.092, 0.081, 0.124, 0.125, 0.113, 0.121, 0.127, 0.129, 0.121, 0.122, 0.112, 0.085, 0.088, 0.087, -0.134, -0.171, -0.256, -0.220, -0.058, -0.214, -0.235, -0.184, -0.160, 0.090, 0.090, 0.087, 0.128, 0.120, 0.117, 0.125, 0.104, 0.126, 0.124, 0.116, 0.128, 0.048, 0.084, 0.080, 0.583, -0.667, -0.664, 0.537, 0.044, 0.073, 0.063, 0.069, 0.546, -0.667, -0.682, 0.590, 0.069, 0.077, 0.069, 0.034, -0.180, -0.168, 0.077, 0.070, 0.045, 0.037, -0.143, -0.119, 0.057, 0.053, 0.069, 0.036, -0.134, -0.134, 0.083, 0.082, 0.078, 0.079, -0.153, -0.165, 0.077, 0.074, 0.063, 0.035, -0.121, -0.138, 0.080, 0.080, 0.077, 0.060, -0.143, -0.123, 0.080, 0.040, 0.087, 0.089],
  "smiles": "COCCNCCOC.COCCNCCOC.ClCCCl.ClCCCl.CO.CO.CO.CO.CO.CO",
  "lumo_energy_ev": 0.21,
  "homo_lumo_gap_ev": 8.896
}


Energy, respectively: -1514.67975 -3577.91791 hartree.
Max |F|, respectively: 2.79 1.62 eV/Å.